1.
{"formula": "C12H15N2O", "method": "the ωB97M-V functional and the def2-TZVPD basis", "symbols": ["C", "N", "H", "H", "H", "C", "H", "C", "H", "C", "H", "C", "O", "N", "H", "C", "H", "C", "H", "H", "C", "C", "C", "H", "H", "H", "C", "H", "H", "C"], "coordinates": [[-3.9889, -1.0883, 0.1128], [-0.4112, -0.6025, -0.2351], [-2.2939, -2.4726, 0.3742], [2.1792, -1.0563, -0.7623], [0.5029, -2.5078, -0.5754], [1.8388, -1.2189, 0.2542], [2.4001, -2.0104, 0.5483], [-2.0414, 1.0459, 0.1690], [-0.1034, -2.2541, 0.9983], [-4.3249, 0.3169, -0.1115], [2.6041, 2.0455, 1.2289], [0.0083, 2.0866, 0.8448], [-1.2546, 2.0688, 0.4413], [0.9078, 1.8827, -0.0481], [1.3324, 0.0914, 1.7991], [0.3017, -1.7326, 0.1183], [-3.7341, 2.3819, -0.0430], [-3.4167, 1.3267, -0.0682], [-0.0414, 1.3170, -1.6422], [0.0083, 3.0769, -1.6110], [2.0683, -0.0650, 1.1252], [2.2027, 1.4311, 0.4130], [0.5483, 2.1255, -1.4113], [-5.3889, 0.4905, -0.3957], [2.9946, -0.1063, 1.5962], [-4.7246, -1.8988, 0.2728], [-1.6696, -0.3761, 0.0510], [3.0402, 1.2579, -0.3948], [1.5081, 2.0626, -2.1634], [-2.6219, -1.3928, 0.2604]], "atomic_forces_ev_per_a": [[2.51, 0.05, 0.80], [-1.30, 1.71, -0.03], [-0.34, 1.60, -0.15], [-0.12, 0.32, -0.36], [-0.69, -0.65, -1.45], [-2.84, 0.42, -1.50], [1.58, -2.61, 1.23], [-1.55, -0.28, -1.05], [0.22, 0.29, 0.09], [-1.36, -1.63, -0.60], [-0.29, 0.23, -0.53], [0.84, -1.75, 1.43], [-1.32, 0.04, -0.90], [0.13, 1.68, 0.46], [-2.32, 0.18, 2.54], [2.59, -0.28, 1.33], [0.14, -0.64, -0.32], [0.37, 1.12, 1.04], [-1.57, -1.79, -1.25], [0.57, -0.59, 0.52], [1.13, 3.31, -3.01], [2.37, -3.00, 0.26], [3.29, 1.07, -3.27], [0.98, 0.27, 0.54], [1.60, -0.44, 1.10], [0.31, 0.87, -0.47], [2.66, 0.85, 0.43], [-2.10, 1.00, 1.11], [-2.32, 0.28, 2.16], [-3.18, -1.63, -0.14]], "charge": 1, "energy_ha": -650.5424, "de_lowest_kj_mol": 598.4, "multiplicity": 1}

---

2.
{"formula": "C12H15N3", "method": "the ωB97M-V functional and the def2-TZVPD basis", "symbols": ["H", "H", "C", "N", "C", "C", "C", "N", "C", "N", "C", "H", "C", "H", "H", "H", "H", "C", "H", "C", "H", "H", "C", "H", "H", "H", "C", "C", "H", "H"], "coordinates": [[2.3286, 3.3447, 0.7166], [0.1115, 1.7959, 0.1234], [1.9420, -1.1498, -2.6016], [1.2795, -0.1419, -3.2723], [-0.0244, -0.4998, -3.4649], [-0.7328, -3.0111, 0.4018], [1.0322, -2.1626, -2.4248], [-0.2704, -1.7401, 0.5845], [-0.9817, -1.0866, 1.5371], [-0.2611, 3.8181, 2.6262], [-1.9044, -2.0045, 2.0352], [-0.8057, -0.0814, 1.8746], [1.3813, 3.2759, 1.2205], [-2.1721, -4.1638, 1.5304], [-0.7500, 0.1367, -3.9434], [1.2660, -3.1834, -2.1634], [1.5211, 4.8202, 2.8851], [-1.7117, -3.2080, 1.3323], [2.9521, -0.9813, -2.2749], [1.0068, 4.1360, 2.2255], [1.6600, 0.7413, -3.5524], [-1.1456, -2.2930, -3.0712], [0.2240, 2.4602, 0.9665], [-0.2555, -3.7571, -0.2077], [-0.7601, 4.3349, 3.3257], [-1.8098, 2.5272, 1.8034], [-0.7905, 2.8701, 1.8003], [-0.2318, -1.7451, -2.9234], [0.4863, -1.3089, 0.0792], [-2.5837, -1.7429, 2.8317]], "atomic_forces_ev_per_a": [[0.02, -0.37, -0.11], [-0.03, -0.19, 0.16], [-0.57, 0.54, -0.39], [-0.29, -0.08, 0.35], [-0.39, -0.12, 0.22], [0.35, -0.10, 0.70], [0.07, -0.72, -0.06], [0.63, 0.71, -0.67], [-0.99, -1.23, 0.72], [-0.55, 0.36, -0.40], [0.54, 1.25, 0.06], [0.25, 0.10, -0.30], [-0.86, 0.46, 0.41], [-0.20, 0.11, -0.10], [0.21, 0.16, -0.09], [0.07, 0.16, 0.52], [0.37, 0.09, -0.51], [-0.54, -0.59, 0.20], [0.14, -0.34, -0.14], [0.13, -0.46, 1.02], [0.14, 0.07, 0.12], [0.03, -0.20, 0.37], [0.32, 0.64, -0.70], [0.10, 0.28, -0.27], [-0.10, -0.06, 0.02], [-0.07, 0.12, 0.33], [0.76, -0.61, -0.27], [0.63, 0.56, -0.91], [-0.09, -0.20, -0.24], [-0.12, -0.35, -0.04]], "energy_ha": -630.4853, "de_lowest_kj_mol": 43.8, "multiplicity": 1}

---

3.
{"formula": "C12H15N3O4SSr", "method": "the ωB97M-V functional and the def2-TZVPD basis", "symbols": ["C", "H", "H", "H", "H", "O", "C", "Sr", "C", "H", "H", "C", "O", "O", "C", "N", "H", "O", "C", "H", "H", "H", "H", "C", "C", "H", "H", "C", "C", "C", "S", "C", "H", "N", "H", "N"], "coordinates": [[-1.0327, -4.0701, 0.1918], [1.6699, 2.4664, 1.2382], [0.1658, 4.2732, 1.2054], [-0.0642, 0.2340, -3.1668], [-0.5959, -3.8566, 3.5605], [-0.5380, -3.1198, -2.4867], [1.7016, 2.3445, -0.7224], [2.2294, -0.7579, 0.1153], [1.0495, -1.6653, 3.0499], [-1.5346, -4.6134, -0.5961], [-0.5419, 3.6948, -0.2815], [-1.1715, 2.6019, 1.4858], [1.6903, -0.7248, 2.4552], [0.7576, -1.4703, -1.6658], [-0.5575, 1.1945, -3.3192], [0.4155, -2.3108, 0.7985], [-1.7990, -5.2264, 1.8278], [0.9834, -1.9057, 4.2425], [0.2850, -2.5930, 2.0870], [-0.7463, 2.2674, 2.4327], [1.6382, 2.1882, -2.6743], [-1.5174, 1.7178, 0.9492], [-0.1531, 1.6768, -4.2120], [-0.1439, 3.3702, 0.6750], [-0.2181, -2.9987, -0.1421], [-0.9295, 3.0301, -2.2470], [-0.7880, 1.6052, -1.2140], [-1.1705, -4.3947, 1.5348], [0.0011, -2.5071, -1.5817], [-0.5114, -3.6502, 2.5030], [3.3675, 1.9384, -0.6991], [-0.3906, 2.0903, -2.1063], [-1.6160, 1.0104, -3.4990], [1.0366, 2.3594, -1.8818], [-2.0338, 3.2306, 1.7064], [1.0626, 2.5707, 0.4369]], "atomic_forces_ev_per_a": [[0.02, 0.07, -0.11], [-0.01, 0.02, -0.01], [-0.01, -0.01, 0.02], [-0.01, 0.00, 0.02], [-0.01, -0.01, 0.00], [-0.03, 0.08, -0.02], [-0.10, -0.14, -0.04], [-0.19, 0.20, 0.03], [-0.10, -0.21, -0.08], [0.00, 0.00, 0.01], [-0.01, 0.00, 0.03], [-0.02, -0.03, 0.02], [0.27, 0.06, -0.21], [0.33, 0.13, 0.09], [0.02, -0.01, -0.04], [0.15, 0.18, -0.10], [0.00, 0.00, 0.00], [-0.01, 0.09, 0.00], [-0.15, -0.12, 0.22], [0.01, 0.00, 0.00], [-0.02, -0.02, 0.01], [0.00, 0.00, -0.01], [0.01, 0.00, 0.01], [0.00, -0.01, -0.03], [-0.22, -0.18, -0.05], [-0.01, -0.02, -0.01], [0.00, -0.04, -0.04], [-0.01, -0.03, 0.01], [-0.04, -0.14, 0.13], [0.06, 0.10, 0.06], [-0.04, 0.01, 0.03], [-0.02, 0.09, 0.05], [-0.01, 0.00, 0.01], [0.06, -0.01, -0.04], [0.01, 0.02, -0.01], [0.09, -0.04, 0.05]], "energy_ha": -1360.5731, "multiplicity": 1}

---

4.
{"formula": "C12H15N5O", "method": "the ωB97M-V functional and the def2-TZVPD basis", "symbols": ["C", "C", "C", "C", "C", "H", "H", "H", "H", "C", "N", "C", "N", "C", "C", "H", "H", "C", "H", "H", "N", "H", "N", "H", "O", "H", "C", "H", "C", "H", "N", "H", "H"], "coordinates": [[-2.4676, -2.3501, -0.1734], [3.8368, 2.9994, 2.4164], [1.4872, 2.2375, 1.1681], [-0.8699, -0.7581, -0.6141], [-0.2136, 0.3980, -1.3663], [-2.7959, -2.4930, -2.7287], [4.8903, 4.4143, 3.6899], [3.8041, 1.0735, 3.2409], [1.6728, 4.1336, 0.1086], [2.1244, 3.4254, 0.8677], [0.2840, 1.5976, -0.8113], [2.0279, 1.3957, 2.0558], [-0.9767, -0.9555, 0.7107], [5.0616, 3.5468, 3.0867], [-3.5445, -3.4720, -0.3231], [-3.3302, -4.1470, -1.1793], [5.7801, 3.9016, 2.3471], [3.2537, 1.7340, 2.6035], [0.5128, 2.2916, -1.5092], [-2.1862, -2.1549, 1.8676], [-2.0211, -1.9986, -2.4162], [-1.2608, -1.8109, -3.0299], [-1.8956, -1.8851, 0.9414], [-0.2277, 1.2020, 1.0193], [-0.2340, 0.3869, -2.5927], [5.5650, 2.8444, 3.7188], [-1.8082, -1.7061, -1.1494], [-3.3381, -4.2416, 0.4992], [3.2426, 3.8347, 1.5201], [-4.5013, -3.0725, -0.3985], [0.2902, 1.9221, 0.5649], [1.6248, 0.4164, 2.0954], [3.6756, 4.7530, 1.2329]], "atomic_forces_ev_per_a": [[-1.26, -1.75, -0.10], [0.18, -0.64, 0.72], [-0.05, 1.16, -1.13], [-1.36, -0.73, 1.01], [0.27, 1.18, -0.15], [-1.12, -0.85, -0.47], [-0.62, 0.51, 0.46], [-0.02, -0.56, 0.35], [0.39, -1.03, 0.91], [-1.64, 1.71, -1.73], [-0.41, -2.34, 0.23], [2.00, -0.81, 0.60], [0.70, 1.11, 1.50], [0.58, -0.46, -0.40], [4.12, -1.25, 1.16], [-0.04, 0.93, -0.02], [0.08, -0.21, -0.17], [0.84, 1.05, 1.00], [-0.19, 0.04, 0.28], [0.49, 0.40, 0.15], [1.20, 0.74, -2.65], [-0.05, 0.21, -0.70], [0.30, 0.56, 0.87], [-0.27, -0.49, 0.51], [-0.11, -0.78, 0.19], [0.29, -0.60, 0.33], [0.68, 1.02, -0.84], [-1.00, 1.33, -0.55], [-0.47, -0.36, -0.79], [-1.79, 0.36, 0.23], [-1.89, 0.38, -1.34], [-0.32, -0.84, 0.57], [0.49, 1.01, -0.01]], "energy_ha": -815.2125, "de_lowest_kj_mol": 391.5, "multiplicity": 1}